C4H5NO2 | wB97M-V/def2-TZVPD

Largest force on an atom in eV/Å: 1.11
Energy relative to the best compared isomer or geometry (same formula, charge and spin) in kJ/mol: 204.6
Multiplicity: 1
Highest occupied orbital energy in hartree: -0.374
Orbital gap in eV: 10.8
SMILES: O=C[C@H]1CN1C=O
LUMO energy in Ha: 0.0233

CARTESIAN COORDINATES (ANGSTROEM)
1 O -2.30128 0.09883 -1.58769
2 C -1.27993 -0.19527 -1.02382
3 C -0.80204 0.55431 0.16497
4 C -0.09605 -0.21926 1.21663
5 N 0.62802 0.68227 0.35698
6 C 1.68437 0.11205 -0.38091
7 O 2.18022 -0.91963 0.01176
8 H -0.62858 -1.03566 -1.36034
9 H -1.35451 1.42834 0.45662
10 H -0.04887 -1.31993 1.11252
11 H -0.09431 0.10749 2.25277
12 H 2.11296 0.70646 -1.21949

Atoms 1-6, force components in eV/Å:
O 0.22 -0.27 -0.05
C -0.35 0.17 -0.14
C -0.04 0.35 -0.01
C 0.05 -0.48 0.77
N 0.86 -0.70 -0.14
C 0.04 -0.53 0.48

C4H5NO2 | wB97M-V/def2-TZVPD

Largest force on an atom in eV/Å: 5.32
Energy relative to the best compared isomer or geometry (same formula, charge and spin) in kJ/mol: 203.2
Multiplicity: 1
Highest occupied orbital energy in hartree: -0.311
Orbital gap in eV: 9.3
SMILES: COc1cnco1
LUMO energy in Ha: 0.0314

CARTESIAN COORDINATES (ANGSTROEM)
1 C 2.49080 0.31106 0.00384
2 O 1.39476 -0.63205 -0.05117
3 C 0.16788 -0.11393 -0.00828
4 C -0.48326 1.07730 0.01956
5 N -1.81734 0.91326 0.03658
6 C -1.89590 -0.41194 -0.03743
7 O -0.71807 -1.11601 0.03079
8 H 3.42676 -0.38073 -0.06955
9 H 2.52314 0.61764 1.05432
10 H 2.42680 1.14224 -0.72142
11 H 0.11229 2.05441 -0.17238
12 H -2.85827 -1.01691 -0.05017

Atoms 1-6, force components in eV/Å:
C 1.18 -2.08 1.05
O 0.71 1.07 -0.58
C 0.72 -0.67 0.32
C 4.52 2.71 -0.72
N -0.86 -3.40 -0.77
C -2.86 0.11 0.97

C4H5NO2 | wB97M-V/def2-TZVPD

Largest force on an atom in eV/Å: 7.85
Energy relative to the best compared isomer or geometry (same formula, charge and spin) in kJ/mol: 185.4
Multiplicity: 1
Highest occupied orbital energy in hartree: -0.308
Orbital gap in eV: 9.0
SMILES: Cc1coc(O)n1
LUMO energy in Ha: 0.0236

CARTESIAN COORDINATES (ANGSTROEM)
1 C -1.87753 0.49679 0.21981
2 C -0.50029 -0.10179 -0.09152
3 C 0.03452 -1.24521 -0.46737
4 O 1.41225 -1.18164 -0.44822
5 C 1.69928 0.02995 0.00744
6 O 2.99107 0.29141 0.08453
7 N 0.43088 0.83661 0.15813
8 H -2.03134 0.93294 1.21369
9 H -2.25663 1.27345 -0.45285
10 H -2.56233 -0.35368 0.13182
11 H -0.40526 -2.17379 -0.77595
12 H 3.06539 1.19496 0.42049

Atoms 1-6, force components in eV/Å:
C -0.96 -1.88 -0.68
C -1.58 3.22 1.05
C -0.57 -2.29 -0.74
O -0.06 0.79 0.68
C -5.28 1.81 -0.80
O -0.54 0.63 0.30

C4H5NO2 | wB97M-V/def2-TZVPD

Largest force on an atom in eV/Å: 0.64
Energy relative to the best compared isomer or geometry (same formula, charge and spin) in kJ/mol: 155.8
Multiplicity: 1
Highest occupied orbital energy in hartree: -0.342
Orbital gap in eV: 9.7
SMILES: [H]/N=C1\C=C(O)CO1
LUMO energy in Ha: 0.0156

CARTESIAN COORDINATES (ANGSTROEM)
1 H 1.73715 -1.99240 -0.92491
2 N 0.76484 -2.18950 -0.71059
3 C 0.12478 -1.10266 -0.67189
4 C 0.54622 0.31422 -0.78538
5 C -0.17700 0.93680 0.15465
6 O -0.13968 2.17698 0.65302
7 C -1.07732 -0.08768 0.80897
8 O -1.15224 -1.11947 -0.15661
9 H 1.36547 0.68279 -1.39346
10 H 0.58554 2.66233 0.23564
11 H -0.51793 -0.52433 1.64346
12 H -2.05984 0.24292 1.14710

Atoms 1-6, force components in eV/Å:
H 0.06 -0.11 -0.44
N 0.02 0.25 -0.23
C 0.40 -0.47 0.19
C -0.14 0.05 0.23
C 0.09 -0.33 -0.10
O 0.14 0.16 -0.10